[1]
C2H4Cl3GeILiNO as an isolated structure in a non-equilibrium geometry. Source: OMol25; level of theory: ωB97M-V with the def2-TZVPD basis set.

Each line ends with the Löwdin charge.
Cartesian coordinates (Å):
Li: -0.592 1.745 0.773  0.5164
Cl: -0.333 -0.449 3.490  0.1719
Ge: -2.019 0.203 2.475  0.1069
Cl: -3.193 0.649 4.128  0.1933
Cl: -0.973 2.719 2.719  -0.0947
N: 2.111 -0.214 -1.279  0.2178
C: 0.803 -0.004 -1.166  -0.6627
O: 0.314 1.044 -0.713  -0.1023
C: -0.085 -1.136 -1.539  -0.5742
I: -0.651 -1.006 -3.591  0.8822
H: 2.727 0.516 -0.978  0.1350
H: 2.443 -0.907 -1.907  0.1191
H: -1.002 -1.091 -0.976  0.0373
H: 0.449 -2.070 -1.437  0.0539

Results
- HOMO (spin up / spin down): -13.0 / -13.0 eV
- LUMO (spin up / spin down): -5.01 / -8.64 eV
- Net charge: +1
- 2S+1: 2


[2]
An isolated ion of composition C2H4Cl3N2 and charge +1 in a non-equilibrium geometry. Source: OMol25; level of theory: ωB97M-V with the def2-TZVPD basis set.

Each line ends with the Löwdin charge.
Cartesian coordinates (Å):
C: 0.508 -0.256 -0.693  -0.6693
C: -1.338 0.189 0.766  -1.0654
N: 1.783 -0.042 -1.087  0.1687
N: -0.037 0.416 0.318  -0.0207
Cl: -0.427 -1.347 -1.615  0.8933
Cl: -1.537 -1.306 1.916  0.5132
Cl: -1.986 1.622 1.595  0.6524
H: -2.193 -0.113 -0.016  0.1033
H: 2.448 0.630 -0.704  0.1510
H: 2.371 -0.751 -1.494  0.1323
H: 0.408 0.959 1.015  0.1412

Results
- HOMO: -15.0 eV
- Structure (SMILES): N/C(Cl)=[NH+]/C(Cl)Cl
- Relative energy (zero: lowest compared OMol25 entry of this formula, charge and spin): 6.3 kcal per mole
- LUMO: -5.14 eV
- Net charge: +1
- 2S+1: 1


[3]
An isolated ion of composition C2H4Cl3N2O and charge +1 in a non-equilibrium geometry. Source: OMol25; level of theory: ωB97M-V with the def2-TZVPD basis set.

Each line ends with the Löwdin charge.
Cartesian coordinates (Å):
C: 0.144 0.164 0.165  -0.3119
C: -1.684 0.019 -0.021  -1.5533
N: 0.739 -0.564 -0.720  0.0434
N: 0.723 0.639 1.213  0.2456
O: 2.132 -0.474 -0.557  0.0145
Cl: -2.131 -1.695 0.157  0.6329
Cl: -2.431 0.924 1.274  0.6562
Cl: -2.112 0.723 -1.520  0.6859
H: 0.326 -1.041 -1.454  0.1362
H: 0.008 1.111 1.766  0.1047
H: 1.676 0.866 1.178  0.1289
H: 2.611 -0.672 -1.480  0.2171

Results
- HOMO: -15.3 eV
- Structure (SMILES): [NH2+]=C(NO)C(Cl)(Cl)Cl
- Relative energy (zero: lowest compared OMol25 entry of this formula, charge and spin): 29.6 kcal per mole
- LUMO: -3.81 eV
- Net charge: +1
- 2S+1: 1


[4]
A 2-piece molecular cluster, C2H4Cl3NO2S overall in a non-equilibrium geometry. Source: OMol25; level of theory: ωB97M-V with the def2-TZVPD basis set.

Each line ends with the Löwdin charge.
Cartesian coordinates (Å):
C: 2.318 -0.125 -1.041  -0.0785
C: 2.684 -0.468 0.186  -1.1872
N: -3.113 0.041 0.395  -0.1187
O: -1.028 -0.748 -0.690  -0.3435
O: -0.971 0.411 1.526  -0.3632
S: -1.515 0.187 0.292  0.1833
Cl: 1.706 -0.579 1.617  0.6617
Cl: -1.447 1.981 -0.655  0.3729
Cl: 4.359 -0.773 0.432  0.6118
H: 3.003 0.009 -1.764  0.0151
H: 1.282 0.143 -1.308  0.0561
H: -3.679 -0.472 -0.237  0.0749
H: -3.601 0.393 1.246  0.1151

Results
- HOMO: -9.4 eV
- Structure (SMILES): NS(=O)(=O)Cl.C=C(Cl)Cl
- Relative energy (zero: lowest compared OMol25 entry of this formula, charge and spin): 7.8 kcal per mole
- LUMO: 0.12 eV
- 2S+1: 1


[5]
A 2-piece molecular cluster, C2H4Cl4 overall in a non-equilibrium geometry. Source: OMol25; level of theory: ωB97M-V with the def2-TZVPD basis set.

Each line ends with the Löwdin charge.
Cartesian coordinates (Å):
C: 0.692 -0.833 1.984  -0.9283
Cl: 1.752 0.278 1.041  0.4929
Cl: -1.050 -0.400 1.691  0.4786
H: 0.865 -1.830 1.578  0.0222
H: 0.977 -0.813 3.035  0.0314
C: -0.593 0.695 -1.750  -1.1337
Cl: -2.233 1.161 -1.748  0.5519
Cl: 0.235 1.018 -3.290  0.4963
H: -0.051 1.113 -0.902  -0.0254
H: -0.594 -0.389 -1.639  0.0140

Results
- HOMO: -10.7 eV
- Structure (SMILES): ClCCl.ClCCl
- Relative energy (zero: lowest compared OMol25 entry of this formula, charge and spin): 4.0 kcal per mole
- LUMO: 0.57 eV
- 2S+1: 1


[6]
A 2-piece molecular cluster, C2H4ClN3 overall in a non-equilibrium geometry. Source: OMol25; level of theory: ωB97M-V with the def2-TZVPD basis set.

Each line ends with the Löwdin charge.
Cartesian coordinates (Å):
C: -0.321 1.725 0.286  -0.0175
C: -0.305 -0.658 -0.423  -0.2983
N: -0.272 0.475 0.072  0.0094
N: -1.974 -0.894 -2.153  -0.5232
N: 0.401 -1.739 -0.239  0.0974
Cl: -1.504 -2.318 -2.676  0.4882
H: -0.065 2.566 -0.275  0.0400
H: -0.610 1.989 1.345  0.0808
H: 1.321 -1.411 -0.023  0.1026
H: 0.195 -2.376 -1.011  0.0206

Results
- HOMO (spin up / spin down): -7.7 / -7.4 eV
- Relative energy (zero: lowest compared OMol25 entry of this formula, charge and spin): 119.3 kcal per mole
- LUMO (spin up / spin down): -0.51 / -0.29 eV
- 2S+1: 1


[7]
A 2-piece molecular cluster, C2H4ClNO2 overall in a non-equilibrium geometry. Source: OMol25; level of theory: ωB97M-V with the def2-TZVPD basis set.

Each line ends with the Löwdin charge.
Cartesian coordinates (Å):
C: 1.145 0.050 0.276  -0.2247
C: 0.281 -0.788 -0.521  -0.7012
N: -1.605 0.759 -0.115  -0.2428
O: -1.247 1.868 0.037  0.1159
O: -2.601 0.115 0.138  0.0696
Cl: -0.572 -2.050 0.216  0.6623
H: 1.149 -0.389 1.336  0.0868
H: 0.865 1.148 0.229  0.0698
H: 2.255 -0.037 0.000  0.0956
H: 0.330 -0.676 -1.596  0.0687

Results
- HOMO (spin up / spin down): -7.5 / -11.2 eV
- Relative energy (zero: lowest compared OMol25 entry of this formula, charge and spin): 17.3 kcal per mole
- LUMO (spin up / spin down): 0.13 / -1.95 eV
- 2S+1: 3


[8]
A 2-piece molecular cluster, C2H4ClNOS2 overall in a non-equilibrium geometry. Source: OMol25; level of theory: ωB97M-V with the def2-TZVPD basis set.

Each line ends with the Löwdin charge.
Cartesian coordinates (Å):
C: -0.613 -0.753 0.560  -0.4689
C: 1.305 -0.061 -0.065  -1.6134
N: -1.489 0.194 0.829  0.1731
O: -0.670 -1.929 0.564  0.0477
S: 2.263 -1.529 -0.133  0.6563
S: 0.979 0.748 -1.592  0.6289
Cl: 1.716 1.034 1.182  0.5520
H: -1.145 1.100 0.971  0.0694
H: -2.357 -0.015 1.293  0.1271
H: 1.404 -2.456 0.500  -0.0781
H: 1.987 1.722 -1.493  -0.0940

Results
- HOMO: -8.6 eV
- Relative energy (zero: lowest compared OMol25 entry of this formula, charge and spin): 22.1 kcal per mole
- LUMO: 0.28 eV
- 2S+1: 1


[9]
One molecule with the formula C2H4ClNSi in a non-equilibrium geometry. Source: OMol25; level of theory: ωB97M-V with the def2-TZVPD basis set.

Each line ends with the Löwdin charge.
Cartesian coordinates (Å):
C: 1.384 -0.326 -0.329  -0.2776
C: -1.784 0.653 -0.055  -0.9151
N: 1.685 -1.304 0.537  -0.0062
Si: -0.008 0.849 -0.347  0.5912
Cl: -2.883 1.557 -0.975  0.4712
H: 2.400 -1.962 0.231  0.0969
H: 1.056 -1.474 1.262  0.0625
H: 0.279 2.362 -0.725  -0.0305
H: -2.130 -0.355 0.401  0.0076

Results
- HOMO (spin up / spin down): -7.6 / -7.6 eV
- Relative energy (zero: lowest compared OMol25 entry of this formula, charge and spin): 67.7 kcal per mole
- LUMO (spin up / spin down): -0.62 / -0.62 eV
- 2S+1: 1


[10]
A 2-piece molecular cluster, C2H4ClO2 overall in a non-equilibrium geometry. Source: OMol25; level of theory: ωB97M-V with the def2-TZVPD basis set.

Each line ends with the Löwdin charge.
Cartesian coordinates (Å):
O: -1.123 -0.746 1.173  -0.0640
O: -2.278 -0.956 1.663  0.0861
C: -0.442 0.232 -0.350  -0.1644
C: 1.032 0.080 -0.392  -0.6936
Cl: 1.914 1.312 0.516  0.5465
H: -0.916 -0.371 -1.113  0.0747
H: -0.807 1.215 -0.035  0.0738
H: 1.305 -0.921 -0.017  0.0738
H: 1.315 0.156 -1.444  0.0671

Results
- HOMO (spin up / spin down): -7.1 / -10.8 eV
- Relative energy (zero: lowest compared OMol25 entry of this formula, charge and spin): 43.5 kcal per mole
- LUMO (spin up / spin down): 1.02 / -1.86 eV
- 2S+1: 4


no.,E (Ha)
1,-3971.190688
2,-1568.416386
3,-1643.581883
4,-2062.553448
5,-1919.358666
6,-702.820486
7,-743.819421
8,-1465.115511
9,-882.877530
10,-689.012595